Below is C4H4BrI in the gas phase at a distorted geometry, with properties calculated with ωB97M-V/def2-TZVPD.

Last column: Löwdin charge in e.
Geometry (Å):
C1 -0.945 0.979 -0.018  -0.706
C2 -0.888 -0.334 -0.029  -0.848
C3 1.245 0.508 0.117  0.082
C4 0.526 -0.812 -0.093  -0.316
Br1 -2.131 2.361 0.000  0.737
I1 -2.557 -1.697 0.010  0.715
H1 1.758 0.980 -0.697  0.061
H2 1.498 0.807 1.114  0.063
H3 0.742 -1.560 0.671  0.104
H4 0.752 -1.232 -1.075  0.109

Results
- energy (eV) = -82352.110
- spin multiplicity = 1
- highest occupied orbital energy (eV) = -8.66